{
  "formula": "C4H10N2",
  "method": "ωB97M-V/def2-TZVPD",
  "e_lumo_ev": 1.009,
  "homo_energy_ha": -0.29441,
  "gap_ev": 9.02,
  "species": ["C", "C", "C", "N", "C", "N", "H", "H", "H", "H", "H", "H", "H", "H", "H", "H"],
  "xyz": [[-0.69194, 1.71053, -1.43186], [0.36380, 0.88018, -0.72658], [0.01037, -0.59472, -0.46810], [-0.51159, -0.79529, 0.88044], [0.33801, -1.13623, 1.90553], [1.31407, -1.94057, 1.77771], [-0.75006, 1.36013, -2.46656], [-0.48508, 2.77191, -1.41206], [-1.69436, 1.53317, -1.03176], [1.31495, 0.87035, -1.26202], [0.65049, 1.31854, 0.23441], [0.88066, -1.23284, -0.57719], [-0.64135, -0.95496, -1.27180], [-1.37460, -0.33413, 1.12449], [0.11253, -0.53004, 2.80403], [1.16412, -2.92601, 1.92131]]
}



{
  "formula": "C4H10N2",
  "method": "ωB97M-V/def2-TZVPD",
  "e_lumo_ev": [0.322, 0.372],
  "homo_energy_ha": [-0.32058, -0.30772],
  "gap_ev": [9.05, 8.75],
  "species": ["C", "C", "C", "C", "N", "N", "H", "H", "H", "H", "H", "H", "H", "H", "H", "H"],
  "xyz": [[-0.02989, -0.51765, -0.66999], [2.64355, -0.71351, 0.13795], [-2.27132, -0.85844, 0.34786], [0.24085, 1.75043, 0.17774], [-0.93045, -0.41251, 0.42247], [-0.65982, 0.78746, -0.40607], [-0.07953, -0.86932, -1.69669], [2.66715, 0.36143, -0.14270], [2.72350, -1.44746, -0.70335], [2.07422, -1.01243, 0.98518], [-2.30244, -2.02138, 0.08178], [-2.76629, -0.60225, 1.26696], [-2.69388, -0.43957, -0.64818], [0.40731, 1.44927, 1.13547], [1.15048, 1.83628, -0.45715], [-0.17347, 2.70964, 0.16872]]
}



Taking the records one at a time from the top gives ΔE to the lowest compared entry with this formula, charge and spin values of 49.2, 170.2 kcal per mole.